# 1
23
Properties=species:S:1:pos:R:3:lowdin_charge:R:1 method="wB97M-V/def2-TZVPD" e_above_lowest_kj_mol=233.0 smiles=CC(C)(C)C.CO
C -0.33569 0.47592 2.44009 -0.07
C 0.10754 -0.18043 1.12759 -0.67
C 1.01500 0.78765 0.35782 -0.07
C 0.88410 -1.46716 1.42941 -0.06
C -1.13042 -0.52172 0.28945 -0.07
H -0.98819 -0.19059 3.00394 0.08
H 0.52634 0.71725 3.06212 0.08
H -0.88234 1.39910 2.24558 0.08
H 1.86813 1.08650 0.96726 0.08
H 1.38618 0.32158 -0.55611 0.07
H 0.46959 1.68942 0.07499 0.08
H 1.77522 -1.25113 2.01926 0.08
H 1.19488 -1.95503 0.50559 0.08
H 0.26707 -2.16676 1.99348 0.08
H -1.68886 0.38183 0.03979 0.08
H -0.84473 -1.01628 -0.64048 0.07
H -1.79584 -1.19226 0.83292 0.09
C -0.35985 0.63834 -3.51196 -0.25
O 0.15980 -0.56405 -3.09127 -0.17
H 0.36608 1.45463 -3.62481 0.08
H -1.07917 0.50630 -4.32499 0.09
H -0.92307 1.01481 -2.49460 0.11
H 0.00825 0.03207 -2.14506 0.11

# 2
14
Properties=species:S:1:pos:R:3:lowdin_charge:R:1 method="wB97M-V/def2-TZVPD" charge=+1 e_above_lowest_kj_mol=159.4 smiles="C=NC(=[NH2+])NC"
C 2.53842 -0.24398 -0.21243 0.03
N 1.51951 -0.32876 0.53701 0.07
C 0.21047 0.03873 0.05521 -0.35
N 0.20730 1.00192 -0.90693 0.24
N -0.77778 -0.42250 0.74247 0.07
C -2.21997 -0.40260 0.41164 0.01
H 3.43233 -0.63071 0.38976 0.13
H 2.71333 0.06346 -1.23627 0.10
H 1.09946 1.33609 -1.17117 0.10
H -0.60845 1.45636 -1.19272 0.11
H -0.43179 -0.88561 1.65105 0.21
H -2.55601 0.53300 0.81692 0.10
H -2.28412 -0.31470 -0.64829 0.08
H -2.84269 -1.20068 0.76376 0.10

# 3
259
Properties=species:S:1:pos:R:3:lowdin_charge:R:1 method="wB97M-V/def2-TZVPD" e_above_lowest_kj_mol=0.0
C -2.98086 3.34697 -4.53668 -0.06
C -2.52539 4.06212 -3.28615 -0.32
O -3.51665 4.96555 -2.83836 -0.09
H -2.10751 2.84095 -4.94812 0.05
H -3.17063 4.07539 -5.32504 0.08
H -3.81462 2.67654 -4.32817 0.07
H -1.56809 4.56478 -3.42402 0.09
H -2.28171 3.34063 -2.50630 0.10
H -3.71541 5.60892 -3.52259 0.09
C 0.95684 0.28274 4.79607 -0.07
C 2.21346 0.19009 5.65981 -0.28
O 3.35669 0.20143 4.86512 -0.10
H 0.04670 0.25437 5.39519 0.07
H 0.89090 -0.61094 4.17550 0.07
H 0.88996 1.20615 4.22078 0.05
H 2.21812 -0.79191 6.13284 0.10
H 2.29754 1.05662 6.31567 0.12
H 3.20872 0.95540 4.28959 0.04
C 1.18508 6.00908 1.76773 -0.07
C 1.83854 7.35679 1.45868 -0.32
O 3.14894 7.43741 1.96022 -0.06
H 0.17943 6.04096 1.34849 0.07
H 1.05059 5.84569 2.83699 0.06
H 1.65426 5.09561 1.40229 0.05
H 1.16094 8.17014 1.71833 0.11
H 1.86540 7.41401 0.37051 0.09
H 3.57373 8.17197 1.51126 0.08
C -0.23363 5.11056 5.96647 -0.06
C 0.69243 3.93630 5.54483 -0.26
O 0.52260 3.62698 4.16038 -0.15
H 0.16856 5.51725 6.89434 0.07
H -1.22921 4.70439 6.14526 0.06
H -0.33511 5.90938 5.23184 0.07
H 0.30607 3.08251 6.10150 0.10
H 1.74817 4.12406 5.74039 0.11
H 1.28673 3.20027 3.76589 0.02
C 4.47537 -2.47337 7.15740 -0.10
C 4.85331 -2.60529 5.71926 -0.33
O 5.39890 -1.43281 5.17509 -0.09
H 4.02602 -3.39449 7.52849 0.07
H 3.85658 -1.63519 7.47783 0.06
H 5.31666 -2.26711 7.81905 0.07
H 4.02881 -2.84289 5.04707 0.10
H 5.61976 -3.38028 5.71352 0.11
H 4.64815 -0.84072 5.08895 0.01
C 4.84411 -4.51477 0.38799 -0.07
C 4.21389 -4.76765 -1.01455 -0.30
O 2.94211 -5.33167 -0.85060 -0.11
H 5.82860 -4.07351 0.23250 0.07
H 4.95638 -5.41191 0.99679 0.06
H 4.24926 -3.87892 1.04369 0.05
H 4.85923 -5.49866 -1.50164 0.11
H 4.12408 -3.87395 -1.63204 0.08
H 2.47424 -4.69334 -0.30724 0.01
C -3.73494 -1.02528 -3.78856 -0.08
C -3.45520 -2.46489 -4.16769 -0.29
O -2.87026 -2.35805 -5.47281 -0.11
H -4.19043 -0.99553 -2.79874 0.05
H -4.40420 -0.50776 -4.47586 0.08
H -2.79925 -0.46693 -3.75965 0.05
H -4.36217 -3.06440 -4.24567 0.10
H -2.72597 -3.03419 -3.59129 0.08
H -2.04618 -1.87278 -5.38926 0.03
C 4.84157 3.20895 3.95158 -0.04
C 3.89061 3.12190 2.73304 -0.24
O 2.71259 2.39312 3.14055 -0.16
H 4.38359 3.88724 4.67149 0.07
H 5.86375 3.49726 3.70637 0.07
H 4.93596 2.25571 4.47167 0.07
H 4.39077 2.52945 1.96691 0.08
H 3.52439 4.07292 2.34633 0.10
H 2.19546 2.29597 2.33761 0.02
C 3.10165 -5.57063 3.42181 -0.05
C 1.69911 -6.04080 3.79693 -0.40
C 0.85635 -4.89822 4.52975 -0.15
O 1.31480 -4.76105 5.89862 -0.20
C 0.60366 -3.83316 6.63940 -0.13
N 0.92714 -6.38572 2.62273 0.02
H 3.70425 -6.29771 2.87747 0.08
H 3.54077 -5.36763 4.39858 0.08
H 3.01021 -4.64916 2.84680 0.06
H 1.75717 -6.93016 4.42442 0.13
H -0.22177 -5.05324 4.48809 0.11
H 1.03266 -3.94379 4.03371 0.11
H 0.47759 -2.90099 6.08869 0.08
H 1.07475 -3.77121 7.62038 0.09
H -0.37983 -4.26192 6.83175 0.08
H 1.54614 -6.77937 1.92847 0.08
H 0.34797 -7.16943 2.88815 0.09
C 0.98829 0.11713 0.99571 -0.04
C 1.11426 1.20345 -0.03185 -0.38
C -0.10607 1.41146 -0.95740 -0.17
O -0.56598 0.27418 -1.70429 -0.21
C -1.65115 -0.31642 -0.98953 -0.10
N 1.40228 2.45060 0.65677 0.07
H 0.85830 -0.86568 0.54261 0.07
H 0.09576 0.34802 1.57724 0.08
H 1.82983 0.04106 1.68429 0.08
H 1.95857 0.90624 -0.65385 0.13
H 0.07508 2.13986 -1.74778 0.09
H -0.97459 1.84141 -0.45848 0.10
H -1.27079 -0.59452 -0.00662 0.06
H -1.86061 -1.25553 -1.50168 0.08
H -2.56269 0.27071 -0.87783 0.08
H 1.60951 3.22600 0.04367 0.06
H 0.54048 2.73021 1.10313 0.03
C -2.70033 2.41635 3.70570 -0.04
C -2.33125 2.40639 2.21872 -0.41
C -3.45349 3.05440 1.40383 -0.18
O -3.49196 4.46353 1.67418 -0.20
C -4.01917 5.21376 0.58137 -0.08
N -1.15538 3.19721 2.02686 0.06
H -1.94553 1.87460 4.27570 0.07
H -3.65893 1.94343 3.91907 0.07
H -2.81236 3.41461 4.12881 0.08
H -2.15274 1.37210 1.92465 0.12
H -4.44235 2.62321 1.55976 0.12
H -3.32251 2.94611 0.32715 0.10
H -5.03055 4.96271 0.26171 0.07
H -3.40784 5.05198 -0.30643 0.07
H -3.97310 6.27556 0.82334 0.09
H -0.70520 3.33014 2.92115 0.03
H -1.55092 4.11008 1.85274 0.07
C -2.03885 -7.36592 -4.85538 -0.03
C -2.99127 -7.52134 -3.59706 -0.39
C -3.79646 -6.25792 -3.31337 -0.24
O -4.47960 -6.37922 -2.07387 -0.17
C -4.92111 -5.11823 -1.64880 -0.11
N -3.97698 -8.62097 -3.69778 0.03
H -2.58104 -6.87887 -5.66588 0.07
H -1.54324 -8.28027 -5.18164 0.07
H -1.23524 -6.68520 -4.57444 0.06
H -2.38673 -7.67667 -2.70348 0.13
H -4.43096 -6.04972 -4.17486 0.13
H -3.10886 -5.41266 -3.28456 0.10
H -5.66454 -5.21435 -0.85748 0.09
H -5.44331 -4.54914 -2.41791 0.07
H -4.05448 -4.53019 -1.34672 0.08
H -4.59873 -8.41642 -4.46701 0.06
H -4.61160 -8.56943 -2.91375 0.06
C -4.78018 -1.80871 0.31656 -0.06
C -6.18876 -1.27098 0.22321 -0.44
C -7.20002 -2.37275 -0.29805 -0.14
O -7.06666 -2.56340 -1.71396 -0.20
C -8.05763 -3.30289 -2.31741 -0.15
N -6.62584 -0.82835 1.52523 0.04
H -4.76782 -2.68033 0.97095 0.08
H -4.09988 -1.06820 0.73721 0.07
H -4.42838 -2.02677 -0.69180 0.06
H -6.30046 -0.40223 -0.42555 0.12
H -8.18620 -1.91748 -0.20712 0.11
H -7.08028 -3.28188 0.29121 0.12
H -9.02452 -2.80292 -2.37456 0.09
H -8.22203 -4.29354 -1.89353 0.09
H -7.71793 -3.54280 -3.32495 0.09
H -7.49134 -0.34902 1.32215 0.01
H -6.06758 -0.08174 1.91385 0.06
C 0.45653 2.02744 -5.03455 -0.07
C 1.91719 1.89694 -5.41356 -0.40
C 2.83110 2.31541 -4.22199 -0.18
O 4.19062 2.05122 -4.46496 -0.20
C 4.91657 2.93425 -5.25253 -0.11
N 2.17831 0.50845 -5.79067 0.06
H 0.35453 3.09176 -4.82262 0.07
H 0.20267 1.45375 -4.14319 0.07
H -0.28325 1.93609 -5.82984 0.08
H 2.12154 2.49143 -6.30403 0.13
H 2.48099 1.70015 -3.39315 0.12
H 2.65424 3.34927 -3.92539 0.11
H 4.86733 3.94311 -4.84281 0.08
H 4.58199 2.95849 -6.28962 0.09
H 5.97538 2.67540 -5.24864 0.09
H 3.15559 0.43808 -6.03574 0.07
H 2.12082 -0.11813 -5.00060 0.02
C 5.27426 -0.36526 1.02347 -0.05
C 5.81039 0.62773 -0.02532 -0.41
C 6.97022 1.53665 0.55028 -0.19
O 8.06222 0.69186 0.91603 -0.21
C 9.33439 1.33946 0.99978 -0.09
N 6.39731 -0.15565 -1.09648 0.05
H 4.94796 0.06383 1.97084 0.07
H 6.05870 -1.04820 1.34960 0.08
H 4.48164 -0.96531 0.57648 0.07
H 4.94864 1.19712 -0.37358 0.12
H 6.64037 2.10493 1.41997 0.11
H 7.27118 2.22474 -0.23969 0.10
H 9.28236 2.25735 1.58535 0.08
H 9.63640 1.53569 -0.02900 0.08
H 10.14403 0.73167 1.40371 0.09
H 7.21115 -0.57957 -0.67452 0.07
H 6.73484 0.58013 -1.70048 0.07
C 5.07696 4.82402 -0.36065 -0.04
C 4.76190 5.08568 -1.87608 -0.39
C 3.32137 5.57323 -2.10767 -0.20
O 2.38740 4.55657 -1.74722 -0.21
C 1.05850 4.98628 -2.05388 -0.10
N 5.70944 6.10313 -2.35329 0.03
H 4.90027 5.68901 0.27863 0.07
H 6.12081 4.53811 -0.23135 0.07
H 4.43631 4.00456 -0.03481 0.05
H 4.96571 4.15891 -2.41241 0.12
H 3.24619 5.79770 -3.17166 0.11
H 3.15219 6.54603 -1.64603 0.12
H 0.88324 5.20890 -3.10641 0.08
H 0.80895 5.82174 -1.39980 0.09
H 0.36942 4.16470 -1.85818 0.06
H 6.58342 5.61367 -2.48253 0.07
H 5.83701 6.82627 -1.65983 0.07
C 0.77652 -3.21425 -5.37782 -0.02
C 0.43107 -2.50907 -4.01504 -0.38
C 1.67361 -2.33003 -3.14739 -0.15
O 2.63036 -1.51551 -3.88130 -0.21
C 3.67449 -1.05003 -3.07694 -0.12
N -0.19412 -1.23866 -4.36817 0.07
H 1.56126 -2.67581 -5.90921 0.07
H -0.09992 -3.17218 -6.02448 0.07
H 1.07009 -4.23611 -5.13754 0.07
H -0.25201 -3.10089 -3.40573 0.11
H 2.12119 -3.29754 -2.92006 0.12
H 1.30982 -1.79152 -2.27231 0.11
H 4.29309 -1.84244 -2.65563 0.07
H 3.34468 -0.59941 -2.14085 0.07
H 4.34158 -0.30826 -3.51612 0.08
H 0.50833 -0.67455 -4.82472 0.03
H -0.39301 -0.65934 -3.56509 0.04
C -9.89025 2.13584 -0.51928 -0.05
C -8.58342 1.46844 -0.07245 -0.46
C -7.39104 2.31141 -0.46241 -0.22
O -7.07521 2.30785 -1.85291 -0.18
C -5.82890 3.01282 -2.22023 -0.06
N -8.74850 1.28400 1.30888 0.03
H -9.90263 2.07832 -1.60769 0.08
H -9.90710 3.18878 -0.23799 0.08
H -10.77332 1.60737 -0.16007 0.08
H -8.40654 0.51927 -0.57829 0.13
H -6.53958 1.85924 0.04617 0.10
H -7.47388 3.33737 -0.10372 0.13
H -5.88739 3.05952 -3.30766 0.08
H -4.97767 2.43500 -1.86018 0.08
H -5.74368 4.02006 -1.81244 0.07
H -8.79428 2.17506 1.78220 0.09
H -9.68044 0.93568 1.48283 0.09
C -0.43683 -4.94207 -0.92172 -0.03
C -0.30362 -3.82141 0.14839 -0.41
C -1.47792 -3.67885 1.17747 -0.17
O -1.26902 -2.56449 2.04102 -0.22
C -2.11194 -2.50999 3.26095 -0.05
N 0.95113 -3.94664 0.81841 0.06
H -0.46177 -5.91547 -0.43184 0.08
H 0.49755 -5.02309 -1.47712 0.06
H -1.23316 -4.70397 -1.62688 0.06
H -0.20347 -2.91560 -0.44958 0.10
H -1.48164 -4.59800 1.76335 0.12
H -2.46151 -3.54207 0.72807 0.10
H -2.01101 -1.53509 3.73791 0.08
H -1.75109 -3.28370 3.93863 0.06
H -3.18768 -2.66291 3.17445 0.08
H 0.91903 -4.89643 1.16042 0.03
H 0.88431 -3.29433 1.58661 0.07

# 4
80
Properties=species:S:1:pos:R:3:lowdin_charge:R:1 method="wB97M-V/def2-TZVPD" total_energy_ev=-144816.841 smiles=Fc1ccccc1.Fc1ccccc1.Fc1ccccc1.Fc1ccccc1.ClCCCl.ClCCCl.ClCCCl.ClCCCl
F -4.30889 -0.95106 -2.42803 -0.01
C -3.86600 0.30973 -2.66887 -0.28
C -4.11315 1.27586 -1.70215 -0.02
C -3.87291 2.59820 -1.98966 -0.10
C -3.04098 2.87672 -3.05372 -0.15
C -2.62851 1.93946 -3.95262 -0.08
C -3.14629 0.61747 -3.82081 0.02
H -4.68155 0.90934 -0.86758 0.12
H -4.08316 3.32882 -1.27064 0.06
H -2.99356 3.93151 -3.34368 0.12
H -2.03956 2.18316 -4.80484 0.09
H -3.01383 -0.20436 -4.47047 0.10
F 6.07325 -2.05413 4.47718 0.04
C 6.56739 -1.55153 3.31095 -0.28
C 6.61400 -0.18120 3.09481 0.00
C 7.09281 0.30346 1.85059 -0.08
C 7.53878 -0.62937 0.91433 -0.12
C 7.51118 -1.98857 1.18015 -0.09
C 6.98053 -2.45531 2.37153 -0.02
H 6.24704 0.42640 3.89742 0.11
H 7.13591 1.35760 1.58808 0.10
H 7.96330 -0.20825 -0.03048 0.11
H 7.76079 -2.64503 0.37399 0.10
H 6.97676 -3.51744 2.52125 0.11
F 2.37543 -0.12534 1.43879 0.08
C 1.15994 -0.30340 0.93836 -0.31
C 0.40205 -1.40664 1.24575 -0.01
C -0.87185 -1.53501 0.68371 -0.08
C -1.39489 -0.55970 -0.15509 -0.08
C -0.60920 0.54610 -0.48970 -0.07
C 0.68893 0.62584 0.02247 -0.04
H 0.70680 -2.14287 2.02184 0.13
H -1.46531 -2.41410 0.92023 0.10
H -2.37135 -0.84456 -0.55444 0.08
H -1.04061 1.33791 -1.07987 0.09
H 1.34093 1.44324 -0.31888 0.06
F -3.50773 -4.07541 2.21666 0.05
C -3.93149 -2.94040 2.79382 -0.30
C -4.45516 -1.94571 2.05208 -0.03
C -4.89118 -0.80888 2.71286 -0.11
C -4.81093 -0.68077 4.05228 -0.12
C -4.31296 -1.73345 4.82785 -0.08
C -3.78985 -2.90089 4.22197 0.02
H -4.46072 -2.07912 0.95279 0.13
H -5.42917 -0.07031 2.14526 0.10
H -5.19981 0.22255 4.57798 0.12
H -4.16950 -1.63824 5.89747 0.10
H -3.38732 -3.72355 4.79108 0.11
Cl -1.99765 4.57259 0.07628 0.62
C -1.22121 4.42622 1.63525 -0.67
C -1.48672 3.08948 2.23470 -0.65
Cl -3.10258 2.97638 3.01169 0.54
H -1.66121 5.23823 2.24695 0.08
H -0.16706 4.58583 1.56890 0.07
H -0.78453 3.11015 3.06625 0.07
H -1.34754 2.16957 1.63596 0.06
Cl -3.23386 -3.62422 -2.14614 0.58
C -1.94066 -4.77126 -1.65332 -0.66
C -1.59354 -5.76899 -2.71778 -0.65
Cl -0.30638 -6.87870 -2.15996 0.54
H -2.25572 -5.26216 -0.75339 0.06
H -1.08821 -4.19432 -1.35736 0.05
H -1.23387 -5.31517 -3.62469 0.06
H -2.46448 -6.40242 -2.87829 0.07
Cl 2.22706 -1.31645 -2.64295 0.63
C 3.53115 -0.66570 -1.70954 -0.72
C 3.57281 0.77802 -1.83325 -0.73
Cl 4.90038 1.58035 -0.93611 0.56
H 4.40236 -1.09774 -2.15016 0.06
H 3.56828 -0.97214 -0.63831 0.09
H 2.73976 1.24786 -1.35141 -0.05
H 3.62569 1.13459 -2.85985 0.06
Cl 2.42165 3.87483 -1.05655 0.58
C 1.53827 4.67004 -2.40234 -0.64
C 0.33849 3.88803 -2.92129 -0.66
Cl 0.95175 2.37889 -3.63913 0.59
H 2.25895 4.78834 -3.19975 0.06
H 1.19125 5.67409 -2.09668 0.08
H -0.15593 4.54129 -3.68153 0.09
H -0.47512 3.62580 -2.15825 0.04